# 1
# C2AuFLi2O2

A molecular structure, C2AuFLi2O2 in a non-equilibrium geometry (ωB97M-V/def2-TZVPD, the Open Molecules 2025 dataset).

Computed properties:
⟨S²⟩: 2.014
LUMO (alpha / beta): -0.01396 / -0.07557 Eh
E: -12984.765 eV
Spin multiplicity: 3
Highest occupied orbital energy (alpha / beta): -0.205 / -0.284 Eh

CARTESIAN COORDINATES (ANGSTROEM)
C -0.370 -0.883 -0.016
F 0.531 2.040 0.033
Li -1.187 1.531 -0.106
Li 2.494 -1.886 -0.204
Au 1.799 0.689 0.101
O 0.912 -1.130 0.067
C -1.536 -0.510 0.038
O -2.643 0.149 0.087

***

# 2
# C2BF10O6S2Sn

A molecular structure, C2BF10O6S2Sn in a non-equilibrium geometry (ωB97M-V/def2-TZVPD, the Open Molecules 2025 dataset).

Computed properties:
LUMO: -0.18167 Eh
E: -69709.771 eV
Charge: -1
Spin multiplicity: 1
Highest occupied orbital energy: -0.240 Eh

CARTESIAN COORDINATES (ANGSTROEM)
F 21.711 -1.448 -51.385
F 17.527 -13.478 -51.475
F 17.647 -5.939 -46.148
O 15.680 -4.789 -48.569
F 15.426 -13.659 -51.004
F 20.317 -2.907 -50.586
F 16.196 -12.797 -52.866
O 17.496 -11.428 -49.605
O 14.549 -5.937 -46.857
O 15.182 -10.974 -50.165
S 16.505 -11.255 -50.712
O 14.814 -3.402 -46.826
F 19.439 -1.218 -51.582
S 15.338 -4.739 -47.150
Sn 17.386 -4.861 -54.208
C 16.347 -12.924 -51.581
C 16.897 -4.843 -45.944
F 20.502 -0.762 -49.635
O 16.911 -10.267 -51.724
F 16.576 -5.136 -44.686
B 20.518 -1.587 -50.757
F 17.727 -3.787 -45.984

***

# 3
# C2Br2N2S

A molecular structure, C2Br2N2S in a non-equilibrium geometry (ωB97M-V/def2-TZVPD, the Open Molecules 2025 dataset).

Computed properties:
LUMO: -0.03921 Eh
E: -155972.919 eV
Spin multiplicity: 1
Highest occupied orbital energy: -0.371 Eh

CARTESIAN COORDINATES (ANGSTROEM)
N -0.339 -0.396 0.019
S 1.850 1.110 0.044
C -1.412 -1.138 -0.012
Br -0.785 2.459 -0.016
N -2.247 -1.940 -0.035
C 0.166 0.749 0.019
Br 2.766 -0.845 -0.017

***

# 4
# C2Br3ClF2

C2Br3ClF2 in the gas phase in a non-equilibrium geometry (ωB97M-V/def2-TZVPD, the Open Molecules 2025 dataset).

Computed properties:
LUMO: -0.05505 Eh
Structure (SMILES): FC(F)(Br)C(Cl)(Br)Br
E: -230157.661 eV
Spin multiplicity: 1
Highest occupied orbital energy: -0.386 Eh

CARTESIAN COORDINATES (ANGSTROEM)
Cl -0.652 2.075 -0.245
C 0.257 0.612 -0.312
C -0.289 -0.544 0.548
Br 2.155 0.943 0.157
Br -2.107 -0.963 0.022
F -0.161 -0.303 1.846
F 0.426 -1.645 0.427
Br 0.371 -0.174 -2.443

***

# 5
# C2Br4N2O4

A molecular structure, C2Br4N2O4 in a non-equilibrium geometry (ωB97M-V/def2-TZVPD, the Open Molecules 2025 dataset).

Computed properties:
LUMO: -0.06797 Eh
E: -293405.845 eV
Spin multiplicity: 1
Highest occupied orbital energy: -0.381 Eh

CARTESIAN COORDINATES (ANGSTROEM)
C 0.345 0.230 1.292
O 2.659 0.324 -0.679
Br -2.483 1.603 -0.651
Br -1.268 0.353 2.189
Br 1.685 1.392 1.938
N -0.449 -1.239 -0.433
O -0.304 -1.387 -1.625
N 1.991 -0.636 -0.477
C 0.578 -0.450 0.152
O -1.225 -1.746 0.312
O 2.344 -1.741 -0.658
Br -3.871 3.299 -1.360

***

# 6
# C2BrF3N2

2 unconnected molecules or ions with the total composition C2BrF3N2 in a non-equilibrium geometry (ωB97M-V/def2-TZVPD, the Open Molecules 2025 dataset).

Computed properties:
LUMO: -0.05753 Eh
E: -83246.501 eV
Spin multiplicity: 1
Highest occupied orbital energy: -0.350 Eh

CARTESIAN COORDINATES (ANGSTROEM)
N 2.631 0.114 -1.051
N 1.565 -0.120 -1.154
Br -1.529 -1.722 -1.262
C -1.077 -0.082 -0.822
F -0.575 1.312 0.944
F -1.943 -0.213 1.449
C -0.868 0.048 0.714
F 0.161 -0.727 1.121

***

# 7
# C2BrN3O

C2BrN3O in the gas phase in a non-equilibrium geometry (ωB97M-V/def2-TZVPD, the Open Molecules 2025 dataset).

Computed properties:
LUMO: -0.03577 Eh
E: -78629.105 eV
Spin multiplicity: 1
Highest occupied orbital energy: -0.329 Eh

CARTESIAN COORDINATES (ANGSTROEM)
C 0.865 -0.229 -0.929
C -1.052 1.275 0.579
O 1.118 0.199 -1.974
Br -2.515 2.016 -0.199
N -0.827 0.160 1.075
N -0.116 -0.829 1.116
N 0.616 -0.953 0.004

***

# 8
# C2Cl2F3NO2

2 unconnected molecules or ions with the total composition C2Cl2F3NO2 in a non-equilibrium geometry (ωB97M-V/def2-TZVPD, the Open Molecules 2025 dataset).

Computed properties:
LUMO (alpha / beta): -0.04379 / -0.07399 Eh
E: -40850.224 eV
Spin multiplicity: 1
Highest occupied orbital energy (alpha / beta): -0.378 / -0.359 Eh

CARTESIAN COORDINATES (ANGSTROEM)
F 0.016 1.209 -1.974
F 2.627 0.723 -0.915
Cl -0.950 1.042 0.426
O -3.181 -0.888 0.744
N -2.048 -1.011 0.970
Cl 1.188 -1.430 -0.502
O -1.239 -1.843 1.129
C 1.474 0.355 -0.271
F 1.728 0.560 1.040
C 0.384 1.284 -0.647

***

# 9
# C2Cl2FNS

2 unconnected molecules or ions with the total composition C2Cl2FNS in a non-equilibrium geometry (ωB97M-V/def2-TZVPD, the Open Molecules 2025 dataset).

Computed properties:
LUMO (alpha / beta): -0.02054 / -0.12953 Eh
E: -42157.717 eV
Spin multiplicity: 1
Highest occupied orbital energy (alpha / beta): -0.382 / -0.314 Eh

CARTESIAN COORDINATES (ANGSTROEM)
Cl 1.376 0.866 0.618
C 1.065 0.225 -0.922
C -1.580 -0.301 1.405
N -1.069 -1.044 2.125
F 1.818 0.871 -1.870
Cl 0.466 -1.229 -1.518
S -2.077 0.612 0.162

***

# 10
# C2Cl3F

C2Cl3F in the gas phase (ωB97M-V/def2-TZVPD, the Open Molecules 2025 dataset).

Computed properties:
LUMO: 0.02496 Eh
Structure (SMILES): FC(Cl)=C(Cl)Cl
E: -42357.809 eV
Spin multiplicity: 1
Highest occupied orbital energy: -0.351 Eh

CARTESIAN COORDINATES (ANGSTROEM)
Cl 2.091 -0.480 0.000
Cl -2.057 0.656 0.000
C -0.599 -0.247 0.001
Cl -0.747 -1.950 0.000
C 0.599 0.346 0.001
F 0.714 1.676 -0.001

***

# 11
# C2Cl3NS

C2Cl3NS in the gas phase in a non-equilibrium geometry (ωB97M-V/def2-TZVPD, the Open Molecules 2025 dataset).

Computed properties:
⟨S²⟩: 2.008
LUMO (alpha / beta): -0.02258 / -0.12243 Eh
E: -51961.847 eV
Spin multiplicity: 3
Highest occupied orbital energy (alpha / beta): -0.251 / -0.413 Eh

CARTESIAN COORDINATES (ANGSTROEM)
N 1.493 2.155 0.541
S -1.314 0.156 -1.150
Cl 1.472 -1.008 -0.506
Cl -0.705 -0.772 1.554
C 0.803 1.237 0.415
C 0.148 -0.022 0.206
Cl -1.897 -1.746 -1.061

***

# 12
# C2ClF3O

2 unconnected molecules or ions with the total composition C2ClF3O in a non-equilibrium geometry (ωB97M-V/def2-TZVPD, the Open Molecules 2025 dataset).

Computed properties:
LUMO: -0.01598 Eh
E: -24793.506 eV
Spin multiplicity: 1
Highest occupied orbital energy: -0.367 Eh

CARTESIAN COORDINATES (ANGSTROEM)
Cl 1.094 0.459 -2.749
F -0.054 -1.310 1.544
C -0.266 0.007 1.725
F -1.225 0.381 -3.583
C -0.426 1.065 -2.766
F -1.011 -0.021 2.849
O 0.135 0.908 1.111

***

# 13
# C2ClN4O2

A gas-phase ion, C2ClN4O2 (charge -1) in a non-equilibrium geometry (ωB97M-V/def2-TZVPD, the Open Molecules 2025 dataset).

Computed properties:
LUMO: 0.12457 Eh
Structure (SMILES): O=C([O-])n1nnnc1Cl
E: -24651.218 eV
Charge: -1
Spin multiplicity: 1
Highest occupied orbital energy: -0.187 Eh

CARTESIAN COORDINATES (ANGSTROEM)
C 1.075 1.442 0.219
N 0.846 -1.334 -0.498
N 0.459 -0.157 -0.258
Cl -2.109 0.785 0.578
N -0.095 -2.181 -0.522
O 1.293 1.477 1.371
O 1.108 2.076 -0.774
N -1.393 -1.661 -0.197
C -1.183 -0.447 0.080

***

# 14
# C2F2N2O2

2 unconnected molecules or ions with the total composition C2F2N2O2 in a non-equilibrium geometry (ωB97M-V/def2-TZVPD, the Open Molecules 2025 dataset).

Computed properties:
LUMO (alpha / beta): -0.04762 / -0.04923 Eh
E: -14580.313 eV
Spin multiplicity: 1
Highest occupied orbital energy (alpha / beta): -0.331 / -0.332 Eh

CARTESIAN COORDINATES (ANGSTROEM)
N 0.733 -0.659 -0.033
N 1.679 0.092 0.071
O 3.641 1.314 0.655
C -2.212 -0.255 -0.202
C 2.747 0.662 0.283
F -2.181 -1.582 0.176
F -2.481 -0.210 -1.484
O -1.927 0.638 0.533

***

# 15
# C2F2NiO3S

A molecular structure, C2F2NiO3S in a non-equilibrium geometry (ωB97M-V/def2-TZVPD, the Open Molecules 2025 dataset).

Computed properties:
⟨S²⟩: 3.754
LUMO (alpha / beta): 0.13004 / 0.12189 Eh
E: -65528.719 eV
Charge: -1
Spin multiplicity: 4
Highest occupied orbital energy (alpha / beta): -0.092 / -0.194 Eh

CARTESIAN COORDINATES (ANGSTROEM)
C 0.938 1.932 0.349
F -0.912 -2.381 -0.054
C -0.625 -1.051 0.254
F -1.902 -0.514 0.444
Ni 1.006 -0.481 1.617
S 0.150 -0.272 -1.201
O 0.886 2.898 -0.359
O 0.671 1.645 1.521
O 1.385 0.493 -0.333

***

# 16
# C2F2O

2 unconnected molecules or ions with the total composition C2F2O in a non-equilibrium geometry (ωB97M-V/def2-TZVPD, the Open Molecules 2025 dataset).

Computed properties:
LUMO: -0.01381 Eh
E: -9553.403 eV
Spin multiplicity: 1
Highest occupied orbital energy: -0.394 Eh

CARTESIAN COORDINATES (ANGSTROEM)
O 2.289 -0.210 -0.054
C 1.267 0.286 -0.120
F -1.414 0.992 -0.218
F -1.254 -1.104 -0.129
C -0.887 0.035 0.521

***

# 17
# C2F2S3

2 unconnected molecules or ions with the total composition C2F2S3 in a non-equilibrium geometry (ωB97M-V/def2-TZVPD, the Open Molecules 2025 dataset).

Computed properties:
LUMO: -0.00703 Eh
E: -40013.709 eV
Spin multiplicity: 1
Highest occupied orbital energy: -0.357 Eh

CARTESIAN COORDINATES (ANGSTROEM)
S -2.122 -0.685 -0.283
F -0.900 0.368 -2.279
F -1.361 -1.677 -2.530
C 1.886 0.882 2.177
S 0.634 1.640 2.661
S 3.227 0.182 1.923
C -1.365 -0.711 -1.669

***

# 18
# C2F3LuNO3S2

A molecular structure, C2F3LuNO3S2 in a non-equilibrium geometry (ωB97M-V/def2-TZVPD, the Open Molecules 2025 dataset).

Computed properties:
LUMO: -0.23040 Eh
E: -73142.084 eV
Charge: +1
Spin multiplicity: 1
Highest occupied orbital energy: -0.439 Eh

CARTESIAN COORDINATES (ANGSTROEM)
F 2.781 -1.386 -0.407
F 2.050 0.345 -1.465
O -4.517 -2.208 0.262
Lu -1.368 0.900 -0.708
F 3.535 0.574 0.083
C 2.444 -0.097 -0.275
O -3.334 -0.356 -0.469
S 0.304 2.584 0.207
O -0.069 -0.555 0.231
C -3.859 -1.329 -0.073
N 0.912 1.520 1.490
S 1.121 0.010 1.122

***

# 19
# C2F3N

C2F3N in the gas phase in a non-equilibrium geometry (ωB97M-V/def2-TZVPD, the Open Molecules 2025 dataset).

Computed properties:
⟨S²⟩: 2.029
LUMO (alpha / beta): 0.02804 / -0.08903 Eh
E: -11709.627 eV
Spin multiplicity: 3
Highest occupied orbital energy (alpha / beta): -0.345 / -0.429 Eh

CARTESIAN COORDINATES (ANGSTROEM)
C 0.250 0.174 0.189
F 1.360 0.864 0.443
C 0.360 -1.256 0.272
F -0.738 -1.911 0.458
N -0.746 0.646 -0.460
F -0.575 1.883 -1.007

***

# 20
# C2F3NO

2 unconnected molecules or ions with the total composition C2F3NO in a non-equilibrium geometry (ωB97M-V/def2-TZVPD, the Open Molecules 2025 dataset).

Computed properties:
LUMO: 0.01007 Eh
Structure (SMILES): O=C(F)F.N#CF
E: -13762.393 eV
Spin multiplicity: 1
Highest occupied orbital energy: -0.464 Eh

CARTESIAN COORDINATES (ANGSTROEM)
F 2.991 -0.949 0.237
F -0.829 0.062 0.497
O -2.513 1.383 -0.235
C 2.249 0.054 0.096
F -2.422 -0.790 -0.655
C -1.955 0.363 -0.132
N 1.518 0.935 0.070